Record 1
An isolated ion of composition C5H8O and charge -1, computed with ωB97M-V/def2-TZVPD.

```
! RIJCOSX wB97M-V def2-TZVPD def2/J DEFGRID3
* xyz -1 2
O 2.99493 -1.33503 0.22066
C 2.40503 -0.29459 0.01063
C 1.03979 -0.20681 -0.74697
C -0.05522 0.31945 0.18521
C -1.47815 0.34100 -0.30568
C -2.43863 0.14889 0.61383
H 2.82164 0.57526 0.43953
H 1.02885 0.45990 -1.59496
H 1.02189 -1.30058 -1.18601
H -0.18135 -0.35686 1.02432
H 0.13712 1.25266 0.62608
H -1.69317 0.41197 -1.41740
H -3.47150 -0.27814 0.42160
H -2.13123 0.26288 1.70917
*
```

The energy relative to the best compared isomer or geometry (same formula, charge and spin) comes out at 104.96 kJ/mol. The value obtained for the LUMO energy (spin up / spin down) is 4.1 / 4.0 eV. The orbital gap (spin up / spin down) is 3.017 / 7.146 eV.

These are the Löwdin partial charges, in e, on atoms 1 to 8: O -0.2040; C -0.5164; C -0.2283; C -0.2916; C -0.2331; C -0.0983; H 0.0176; H 0.0516

---

Record 2
A single C5H8O molecule, computed with ωB97M-V/def2-TZVPD.

```
! RIJCOSX wB97M-V def2-TZVPD def2/J DEFGRID3
* xyz 0 1
C 1.61722 0.28176 0.51482
C 0.39394 0.45976 -0.45359
C -0.27733 -0.92268 -0.70248
C -1.46439 -0.47420 0.11313
O -1.05195 0.24649 1.28076
C -1.15363 0.94566 0.05855
H 1.49880 -0.48862 1.29272
H 1.93616 1.20175 1.00858
H 2.48277 -0.05631 -0.08987
H 0.73855 1.01617 -1.31651
H 0.20818 -1.82157 -0.31224
H -0.50425 -1.05959 -1.76725
H -2.39717 -0.97965 0.30602
H -2.02688 1.65102 0.06736
*
```

The SMILES is C[C@H]1C[C@H]2O[C@@H]12. The energy relative to the best compared isomer or geometry (same formula, charge and spin) comes out at 325.52 kJ/mol. The value obtained for the LUMO energy is 1.2 eV. The orbital gap is 10.720 eV.

These are the Löwdin partial charges, in e, on atoms 1 to 8: C -0.0695; C -0.2022; C -0.1143; C -0.2675; O -0.0635; C -0.1301; H 0.0759; H 0.0686

---

Record 3
A single C5H8O molecule, computed with ωB97M-V/def2-TZVPD.

```
! RIJCOSX wB97M-V def2-TZVPD def2/J DEFGRID3
* xyz 0 1
C 0.97329 1.33903 0.19703
C 0.52660 -0.03422 0.56874
O -1.47526 0.38419 0.38620
C 0.73222 -1.14040 -0.33952
C -0.62215 -1.30271 -1.13105
C -1.62884 -0.57193 -0.69955
H 0.76527 1.52288 -0.86112
H 0.50117 2.11478 0.80163
H 2.06223 1.39441 0.33972
H 0.35880 -0.23289 1.62487
H -2.02082 0.08819 1.13535
H 1.51698 -0.92679 -1.07339
H 0.94534 -2.08740 0.16256
H -2.63481 -0.54713 -1.11147
*
```

The energy relative to the best compared isomer or geometry (same formula, charge and spin) comes out at 502.05 kJ/mol. The value obtained for the LUMO energy (spin up / spin down) is 0.1 / 0.1 eV. The orbital gap (spin up / spin down) is 7.368 / 7.364 eV.

These are the Löwdin partial charges, in e, on atoms 1 to 8: C -0.0647; C -0.0995; O -0.0972; C -0.2557; C -0.0502; C -0.2524; H 0.1012; H 0.0824

---

Record 4
A single C5H8O molecule, computed with ωB97M-V/def2-TZVPD.

```
! RIJCOSX wB97M-V def2-TZVPD def2/J DEFGRID3
* xyz 0 1
C -1.04962 -0.73234 0.84967
C 0.26576 -0.96688 0.15094
C 0.43814 -0.21722 -1.15391
C 0.20986 1.25056 -0.70428
O 0.40807 1.32962 0.69890
C 0.14971 0.06961 1.23133
H -1.79801 -0.18899 0.28072
H -1.44848 -1.48612 1.51929
H 1.02223 -1.62637 0.52154
H -0.28599 -0.48855 -1.93830
H 1.43452 -0.38108 -1.57449
H -0.81938 1.55401 -0.92575
H 0.89309 1.95761 -1.17696
H 0.58010 -0.07385 2.22130
*
```

The SMILES is C1C[C@@H]2C[C@@H]2O1. The energy relative to the best compared isomer or geometry (same formula, charge and spin) comes out at 169.55 kJ/mol. The value obtained for the LUMO energy is 1.1 eV. The orbital gap is 10.026 eV.

These are the Löwdin partial charges, in e, on atoms 1 to 8: C -0.0434; C -0.2206; C -0.1168; C -0.1863; O -0.0826; C -0.2995; H 0.1112; H 0.1018

---

Record 5
A single C5H8O molecule, computed with ωB97M-V/def2-TZVPD.

```
! RIJCOSX wB97M-V def2-TZVPD def2/J DEFGRID3
* xyz 0 1
C -0.23396 -1.70362 0.76930
C 0.18844 -0.34509 0.31069
C -0.52676 1.01348 0.45765
C 0.00495 1.38171 -0.95144
C 0.83599 0.09600 -0.92957
O 1.57338 -0.00217 0.28749
H -1.23591 -1.93632 0.39300
H -0.25634 -1.77206 1.86113
H 0.46188 -2.45792 0.39161
H -1.61389 1.03146 0.54435
H -0.07934 1.59855 1.26512
H -0.78324 1.26747 -1.70394
H 0.47460 2.36033 -1.06910
H 1.21882 -0.48220 -1.76643
*
```

The SMILES is C[C@]12CC[C@H]1O2. The energy relative to the best compared isomer or geometry (same formula, charge and spin) comes out at 194.88 kJ/mol. The value obtained for the LUMO energy is 1.1 eV. The orbital gap is 10.702 eV.

These are the Löwdin partial charges, in e, on atoms 1 to 8: C -0.0007; C -0.4501; C -0.0795; C -0.1042; C -0.2118; O 0.0090; H 0.0846; H 0.0838

---

Record 6
A single C5H8O molecule, computed with ωB97M-V/def2-TZVPD.

```
! RIJCOSX wB97M-V def2-TZVPD def2/J DEFGRID3
* xyz 0 1
O 1.39268 -0.19563 1.63328
C 0.58093 -0.15120 0.49347
C -0.90709 -0.29136 0.82188
C -0.87106 0.14444 -0.63775
C 0.25777 1.12486 -0.35250
C 0.15625 -0.96217 -0.94786
H 2.32819 -0.04308 1.46375
H -1.30621 0.44094 1.52472
H -1.29480 -1.29922 1.03011
H -1.65890 0.62957 -1.19138
H 0.72670 1.41874 -1.31043
H 0.00885 2.01434 0.23197
H -0.14582 -2.02139 -0.88353
H 0.73251 -0.80884 -1.87573
*
```

The energy relative to the best compared isomer or geometry (same formula, charge and spin) comes out at 295.93 kJ/mol. The value obtained for the LUMO energy is 0.9 eV. The orbital gap is 10.710 eV.

These are the Löwdin partial charges, in e, on atoms 1 to 8: O 0.0246; C -0.3890; C -0.0918; C -0.3011; C -0.0935; C -0.0154; H 0.0979; H 0.1140

---

| no. | maximum force (eV/A) |
| --- | --- |
| 1 | 5.1 |
| 2 | 1.9 |
| 3 | 0.4 |
| 4 | 1.5 |
| 5 | 0.4 |
| 6 | 1.3 |